(1)
ORCA calculation (wB97M-V/def2-TZVPD) on one molecule with the formula C5H7NO.

Values from the calculation:
Structure (SMILES): O=C1CC=CCN1
HOMO-LUMO gap: 10.32 eV
Lowest unoccupied orbital energy: 0.84 eV
Relative energy (zero: lowest compared OMol25 entry of this formula, charge and spin): 3.3 kcal per mole
HOMO energy: -9.484 eV

Each line ends with the Mulliken charge.
Positions of all 14 atoms, in Å:
O 1.43183 2.23153 0.30559  -0.65
C 0.78778 1.21326 0.11790  0.22
C 1.45938 -0.14822 0.06496  -0.32
C 0.53168 -1.32496 -0.02469  -0.31
C -0.78103 -1.19406 -0.17428  -0.39
C -1.47618 0.12707 -0.05507  -0.42
N -0.55685 1.24779 -0.11416  -0.16
H 2.12982 -0.21129 0.92887  0.30
H 2.11585 -0.13142 -0.81539  0.25
H 0.97542 -2.31649 0.02928  0.36
H -1.42621 -2.06215 -0.28626  0.34
H -1.99158 0.10591 0.91759  0.23
H -2.25211 0.25473 -0.81990  0.31
H -0.94688 2.17814 -0.04417  0.24

(2)
ORCA calculation (wB97M-V/def2-TZVPD) on a 5-piece molecular cluster, C38H53Br4F3N2O18 overall.

Values from the calculation:
HOMO-LUMO gap: 7.56 eV
Lowest unoccupied orbital energy: -0.62 eV
Relative energy (zero: lowest compared OMol25 entry of this formula, charge and spin): 91.7 kcal per mole
HOMO energy: -8.186 eV

Each line ends with the Mulliken charge.
Positions of all 118 atoms, in Å:
C 7.38399 3.08316 -0.11408  -1.02
C 6.44536 4.10858 0.64722  -0.20
C 5.58614 3.47969 1.81174  -0.81
C 4.80376 2.17559 1.41439  -0.66
C 3.68672 2.42542 0.29809  -0.65
C 2.99978 1.01584 0.02584  -0.03
C 3.30052 0.76547 -1.53930  -0.14
O 4.61775 0.17781 -1.59082  -0.35
C 5.18440 0.48322 -2.79942  0.62
N 5.77498 0.97702 -3.65076  -0.51
C 2.22783 -0.41645 -1.70809  0.86
C 2.56833 -1.50351 -2.76671  -0.16
O 3.15090 -2.55383 -2.50059  -0.66
O 2.19396 -1.20075 -3.97370  -0.71
N 1.20896 -0.28562 -0.90667  0.82
C 0.12935 -1.28477 -0.88870  -1.24
Br -1.59195 -0.54237 -1.56606  0.00
C -0.05453 -1.98536 0.53789  0.36
C -0.78536 -3.37305 0.22570  -1.40
Br 1.71332 -2.50240 1.29802  -0.07
C 1.39926 0.98307 -0.14428  -0.36
C 0.90199 1.11182 1.34161  -0.42
C -0.64047 1.40198 1.53212  -1.29
C -1.10316 2.84537 1.11554  0.73
F -0.31165 3.82927 1.72919  -0.37
Br -1.25711 3.10844 -0.83584  -0.08
C -2.60744 3.07098 1.73519  0.59
F -3.21283 1.87806 2.08292  -0.28
F -2.61339 3.93664 2.80165  -0.25
Br -3.76802 3.87668 0.32815  -0.12
H 6.95191 2.05642 -0.23528  0.15
H 8.40413 2.99294 0.35193  0.33
H 7.56212 3.49667 -1.15239  0.28
H 7.13295 4.86605 1.12885  0.27
H 5.83225 4.70148 -0.09674  0.25
H 4.91621 4.26834 2.29462  0.37
H 6.31420 3.18503 2.63240  0.30
H 5.45419 1.33357 1.04964  0.34
H 4.26076 1.78171 2.33049  0.30
H 4.17507 2.75318 -0.65530  0.47
H 2.96605 3.19560 0.68286  0.43
H 3.39154 0.20197 0.70306  0.35
H 3.04540 1.61570 -2.22074  0.45
H 0.35380 -2.13701 -1.59374  0.55
H -0.67600 -1.38152 1.24304  0.20
H -0.87918 -4.01880 1.13741  0.40
H -0.10539 -3.93291 -0.48363  0.45
H -1.76346 -3.16048 -0.28001  0.31
H 1.25058 1.83342 -0.85788  -0.08
H 1.44850 2.00212 1.77857  0.47
H 1.17615 0.23772 1.98836  0.46
H -1.32866 0.67213 1.03571  0.32
H -0.84530 1.31880 2.64473  0.56
C -9.57086 4.54609 2.98474  -1.46
C -8.33626 3.71372 3.24801  0.50
C -7.39570 4.32401 4.24965  -0.50
O -6.13140 3.81011 3.83536  -0.28
C -6.22761 3.55283 2.50345  0.47
O -5.29634 3.29604 1.79329  -0.44
O -7.51733 3.63005 2.07930  -0.33
H -10.23577 4.02763 2.29098  0.35
H -10.11913 4.74375 3.90748  0.38
H -9.30948 5.49700 2.51505  0.35
H -8.62207 2.69706 3.53599  0.26
H -7.62032 4.01713 5.27103  0.31
H -7.36114 5.41650 4.20579  0.30
C -0.61302 -1.61443 -6.04026  -1.32
C -1.72108 -2.64482 -6.01521  0.54
C -2.82218 -2.37636 -7.00149  -0.52
O -3.95508 -2.97068 -6.36596  -0.34
C -3.71300 -2.94718 -5.02810  0.50
O -4.52815 -3.18868 -4.18950  -0.55
O -2.42268 -2.61293 -4.76713  -0.20
H 0.18018 -1.88955 -5.34077  0.26
H -0.17813 -1.52565 -7.03732  0.38
H -0.98138 -0.63564 -5.72367  0.33
H -1.30399 -3.64852 -6.14488  0.23
H -2.63474 -2.84157 -7.96904  0.34
H -3.02380 -1.31194 -7.15148  0.31
C 8.25520 9.38945 1.43402  -1.44
C 6.79591 9.06267 1.65778  0.46
C 6.29254 9.43829 3.02384  -0.51
O 5.24991 8.48906 3.23849  -0.35
C 5.55648 7.39049 2.49579  0.53
O 5.00324 6.33930 2.58656  -0.48
O 6.57945 7.65003 1.63589  -0.25
H 8.54585 9.14144 0.41117  0.36
H 8.45401 10.44917 1.60322  0.38
H 8.89476 8.79747 2.09261  0.35
H 6.18424 9.51235 0.86917  0.24
H 5.90078 10.45486 3.05668  0.31
H 7.04144 9.31985 3.81236  0.31
C -4.45364 -5.35274 -2.30647  -1.43
C -4.52272 -6.85974 -2.39225  0.55
C -5.92105 -7.40879 -2.34310  -0.51
O -5.72472 -8.69888 -1.76092  -0.36
C -4.59759 -8.62164 -1.00267  0.61
O -4.24358 -9.45396 -0.22658  -0.50
O -3.92256 -7.46496 -1.24335  -0.25
H -3.41910 -5.01589 -2.39872  0.22
H -5.03961 -4.88299 -3.09183  0.53
H -4.81189 -4.99952 -1.33594  0.34
H -3.98720 -7.21100 -3.28018  0.22
H -6.36728 -7.49645 -3.33344  0.32
H -6.59295 -6.83363 -1.69966  0.31
C -1.63354 -9.35664 1.43433  -1.43
C -1.29366 -8.08487 2.17586  0.65
C -0.24065 -7.25259 1.49902  -0.35
O 0.37044 -6.57644 2.59686  -0.28
C 0.19660 -7.36670 3.69437  0.55
O 0.74392 -7.19856 4.73816  -0.54
O -0.68411 -8.37257 3.43822  -0.37
H -2.43758 -9.88879 1.94493  0.33
H -1.95329 -9.14494 0.41492  0.32
H -0.77802 -10.03646 1.40610  0.39
H -2.20306 -7.50435 2.36256  0.19
H -0.66678 -6.53711 0.79522  0.22
H 0.52103 -7.84635 0.98550  0.31

(3)
ORCA calculation (wB97M-V/def2-TZVPD) on a 3-piece molecular cluster, C12H31N4O4P overall.

Values from the calculation:
Structure (SMILES): N[C@@H]1NC(=O)C[C@@H]1[PH2]=O.COC[C@@H](C)N.COC[C@@H](C)N
HOMO-LUMO gap: 9.43 eV
Lowest unoccupied orbital energy: 0.28 eV
HOMO energy: -9.148 eV

Each line ends with the Mulliken charge.
Positions of all 52 atoms, in Å:
N 0.64287 -5.40190 1.94767  -0.70
C 0.56023 -4.02586 1.48091  -0.20
N 1.04282 -2.98470 2.38896  -0.46
C 0.56951 -1.77332 1.85646  0.51
O 0.82565 -0.72667 2.27077  -0.48
C -0.32643 -2.04817 0.65336  -0.64
C -0.73510 -3.51131 0.92175  -0.06
P -2.25571 -3.62328 1.90989  0.39
O -2.32946 -2.67292 3.01817  -0.60
H 1.55315 -5.75161 1.68457  0.31
H -0.00576 -5.94635 1.38878  0.25
H 1.24089 -3.93853 0.62024  0.33
H 2.05318 -2.97808 2.40317  0.35
H -1.19398 -1.41645 0.64777  0.06
H 0.18557 -2.07539 -0.29337  0.35
H -0.94823 -4.10181 0.03048  0.43
H -3.29208 -3.29748 1.00000  0.05
H -2.52396 -4.94877 2.31298  0.06
C 2.80489 1.56891 1.83983  -1.27
C 4.18443 1.59916 1.19063  0.43
C 4.57140 2.96711 0.60952  -0.73
O 3.94274 3.28764 -0.61807  -0.39
C 2.63154 3.80967 -0.50576  -0.52
N 4.26034 0.53420 0.18278  -0.69
H 2.00278 1.53331 1.10434  0.14
H 2.70069 0.68522 2.46004  0.31
H 2.64920 2.44358 2.47571  0.37
H 4.91578 1.37114 1.97218  0.38
H 5.64238 2.95091 0.38805  0.36
H 4.40909 3.76868 1.34167  0.38
H 2.51886 4.42932 0.38804  0.30
H 1.88698 3.01019 -0.49760  0.13
H 2.44761 4.42925 -1.38382  0.26
H 5.20919 0.48391 -0.17855  0.27
H 3.70752 0.83115 -0.61754  0.30
C -4.45933 2.30736 -1.69456  -1.48
C -3.51037 1.31334 -1.03322  0.38
C -2.14891 1.19114 -1.73475  -0.37
O -2.16201 0.43465 -2.93148  -0.38
C -2.58399 1.13798 -4.08591  -0.68
N -4.18665 0.01866 -0.91211  -0.67
H -4.90997 1.90400 -2.60112  0.29
H -5.27531 2.55454 -1.01598  0.37
H -3.94357 3.23508 -1.95062  0.35
H -3.30996 1.68037 -0.02241  0.41
H -1.47225 0.65450 -1.06344  0.10
H -1.70354 2.17874 -1.91283  0.39
H -2.26672 2.18406 -4.05931  0.31
H -3.66796 1.08240 -4.20836  0.23
H -2.12546 0.65784 -4.95027  0.26
H -3.59893 -0.61664 -0.37866  0.18
H -4.22362 -0.39877 -1.83894  0.33